Entry 1:
{"formula": "C4H7ClN2S", "method": "ωB97M-V/def2-TZVPD", "elements": ["C", "N", "N", "C", "C", "Cl", "C", "S", "H", "H", "H", "H", "H", "H", "H"], "positions_angstrom": [[-2.1421, -0.1162, 0.1877], [-1.1414, -0.4513, -0.9328], [0.1590, -0.1918, -0.4875], [1.1872, -0.9855, 0.0387], [1.7532, 0.4200, 0.5443], [3.2948, 0.5328, -0.4118], [0.5225, 1.0247, -0.0663], [-0.0939, 2.5965, -0.2498], [-3.2366, -0.3941, -0.1285], [-1.9536, -0.9254, 0.9494], [-1.9253, 0.9180, 0.6221], [-1.0996, -0.0924, -1.8337], [1.7611, -1.5352, -0.7527], [0.9135, -1.5433, 0.8530], [2.0012, 0.7432, 1.6678]], "relative_energy_ev": 3.116, "lumo_ev": 0.130, "smiles": "CNN1C[C@@H](Cl)C1=S", "homo_energy_ha": -0.317}

Entry 2:
{"formula": "H4O2", "method": "ωB97M-V/def2-TZVPD", "elements": ["O", "H", "H", "O", "H", "H"], "positions_angstrom": [[0.9048, -0.3432, 1.4344], [1.3634, -0.3275, 0.5475], [1.2965, 0.4258, 1.8673], [-0.9398, -0.1936, -1.2832], [-0.9783, 0.4887, -1.9784], [-1.6466, -0.0502, -0.5876]], "relative_energy_ev": 0.271, "lumo_ev": 0.917, "smiles": "O.O", "homo_energy_ha": -0.412}

Entry 3:
{"formula": "H10O5", "method": "ωB97M-V/def2-TZVPD", "elements": ["O", "H", "H", "O", "H", "H", "O", "H", "H", "O", "H", "H", "O", "H", "H"], "positions_angstrom": [[0.0404, -1.4187, -1.9854], [-0.3009, -2.2772, -2.1682], [-0.3666, -1.1349, -1.1538], [0.8144, 2.4722, 0.4579], [0.6081, 2.1244, 1.3026], [0.8196, 1.6847, -0.0814], [2.8950, -0.2954, -2.1568], [3.2524, 0.5557, -2.4868], [2.9172, -0.1566, -1.2784], [0.4371, -1.2373, 2.8464], [-0.1970, -0.6087, 3.1445], [0.0980, -2.0834, 3.3390], [-3.3091, 0.9317, 0.1826], [-3.7297, 0.8567, -0.7035], [-3.9789, 0.5869, 0.7413]], "relative_energy_ev": 1.938, "lumo_ev": 0.276, "smiles": "O.O.O.O.O", "homo_energy_ha": -0.408}

Entry 4:
{"formula": "C82H193N13O18", "method": "ωB97M-V/def2-TZVPD", "elements": ["C", "C", "O", "H", "H", "H", "H", "H", "H", "C", "C", "O", "H", "H", "H", "H", "H", "H", "C", "C", "O", "H", "H", "H", "H", "H", "H", "C", "C", "O", "H", "H", "H", "H", "H", "H", "C", "C", "O", "H", "H", "H", "H", "H", "H", "C", "C", "O", "H", "H", "H", "H", "H", "H", "C", "C", "O", "H", "H", "H", "H", "H", "H", "C", "C", "O", "H", "H", "H", "H", "H", "H", "C", "O", "N", "N", "H", "H", "H", "H", "C", "O", "N", "N", "H", "H", "H", "H", "C", "O", "N", "N", "H", "H", "H", "H", "C", "C", "C", "C", "C", "C", "N", "O", "C", "C", "C", "H", "H", "H", "H", "H", "H", "H", "H", "H", "H", "H", "H", "H", "H", "H", "H", "H", "H", "H", "C", "C", "C", "C", "C", "C", "N", "O", "C", "C", "C", "H", "H", "H", "H", "H", "H", "H", "H", "H", "H", "H", "H", "H", "H", "H", "H", "H", "H", "H", "C", "C", "C", "C", "C", "C", "N", "O", "C", "C", "C", "H", "H", "H", "H", "H", "H", "H", "H", "H", "H", "H", "H", "H", "H", "H", "H", "H", "H", "H", "C", "C", "C", "C", "C", "C", "N", "O", "C", "C", "C", "H", "H", "H", "H", "H", "H", "H", "H", "H", "H", "H", "H", "H", "H", "H", "H", "H", "H", "H", "C", "C", "C", "C", "C", "C", "N", "O", "C", "C", "C", "H", "H", "H", "H", "H", "H", "H", "H", "H", "H", "H", "H", "H", "H", "H", "H", "H", "H", "H", "C", "C", "C", "C", "C", "C", "N", "O", "C", "C", "C", "H", "H", "H", "H", "H", "H", "H", "H", "H", "H", "H", "H", "H", "H", "H", "H", "H", "H", "H", "C", "C", "C", "C", "C", "C", "N", "O", "C", "C", "C", "H", "H", "H", "H", "H", "H", "H", "H", "H", "H", "H", "H", "H", "H", "H", "H", "H", "H", "H"], "positions_angstrom": [[0.7227, 3.7073, -5.2860], [0.5971, 3.8445, -3.7868], [1.8383, 4.3892, -3.2353], [-0.1162, 3.1496, -5.6263], [1.6665, 3.2677, -5.4858], [0.6658, 4.7336, -5.7511], [0.3775, 2.8971, -3.2733], [-0.2210, 4.5090, -3.5504], [1.5290, 4.7814, -2.3716], [0.8678, -6.9886, 2.8709], [0.0223, -6.4409, 1.7560], [-0.6122, -5.2073, 2.2012], [1.1804, -7.9637, 2.6027], [0.1913, -7.0655, 3.7624], [1.6344, -6.2929, 3.1867], [-0.7833, -7.2260, 1.5871], [0.5989, -6.2986, 0.7921], [-1.4098, -5.0415, 1.6354], [-2.3696, 6.2833, 2.0868], [-3.0069, 4.9871, 2.3340], [-3.5444, 4.4536, 1.1355], [-3.2043, 6.9847, 1.8891], [-1.7346, 6.2051, 1.1940], [-1.7968, 6.6282, 2.9617], [-3.7136, 5.1533, 3.1686], [-2.3105, 4.1981, 2.6784], [-3.5646, 3.4577, 1.1360], [-6.0143, 1.5775, 0.2836], [-4.8972, 0.8513, 0.9907], [-3.7162, 1.5957, 0.8217], [-6.9978, 1.1448, 0.3452], [-5.7788, 1.6084, -0.7794], [-6.0594, 2.6127, 0.6828], [-4.8353, -0.2196, 0.6751], [-5.2271, 0.7663, 2.0610], [-2.9435, 0.9898, 1.0653], [-4.3839, -0.5342, 4.5267], [-3.2834, -0.8859, 5.4943], [-2.9754, 0.1600, 6.3888], [-5.0104, -1.3775, 4.2196], [-4.0018, -0.1456, 3.5644], [-5.1198, 0.1271, 5.0204], [-2.3738, -1.0838, 4.8886], [-3.5913, -1.8129, 6.0037], [-3.5130, 0.0304, 7.1727], [1.9188, 7.4594, -0.1414], [0.6306, 6.6399, 0.0356], [0.4325, 5.5995, -0.9151], [2.7174, 6.8024, 0.2858], [1.8662, 8.4264, 0.4026], [2.0659, 7.6571, -1.1921], [-0.1745, 7.3447, -0.0683], [0.6473, 6.2120, 1.0601], [-0.4547, 5.3721, -1.0938], [-3.6882, -3.3850, 1.9358], [-3.8851, -4.1694, 0.6516], [-2.7352, -5.0521, 0.4016], [-4.5214, -2.6893, 2.0837], [-2.7837, -2.7336, 1.8622], [-3.6507, -3.9742, 2.8777], [-4.0554, -3.4863, -0.2007], [-4.8935, -4.6782, 0.6593], [-2.7796, -5.4264, -0.4952], [1.8636, 0.8562, 6.1295], [0.6636, 0.8756, 7.1446], [-0.4898, 1.5553, 6.5946], [2.6639, 0.3804, 6.7375], [2.1148, 1.9430, 5.9819], [1.6028, 0.2944, 5.2151], [0.9806, 1.4507, 8.0605], [0.4415, -0.1755, 7.4879], [-1.2961, 1.0598, 6.7903], [-3.0600, 5.4425, -2.2691], [-2.9520, 5.4416, -3.5017], [-2.4046, 4.5309, -1.5350], [-3.8995, 6.2580, -1.5473], [-2.8542, 4.5002, -0.6089], [-2.3343, 3.6579, -1.9881], [-3.9002, 6.0234, -0.5559], [-4.0703, 7.1614, -1.9187], [-3.7696, 4.0992, 6.4586], [-4.1982, 5.2284, 6.1680], [-4.1885, 2.9736, 5.7809], [-2.8033, 3.8077, 7.4289], [-4.9617, 3.1251, 5.1177], [-3.7627, 2.0698, 5.8455], [-2.2018, 4.5988, 7.4624], [-2.2280, 3.0297, 7.1552], [0.1805, -2.6996, 4.1819], [0.4788, -1.8293, 4.9886], [0.7795, -2.7329, 2.9156], [-0.7574, -3.6173, 4.5137], [0.5784, -3.6244, 2.4566], [1.6769, -2.3218, 2.8537], [-0.7778, -4.5176, 4.0579], [-0.8222, -3.5448, 5.5782], [0.7117, 0.9329, 2.7265], [-0.6326, 1.2513, 2.0448], [-0.5273, 2.4852, 1.1938], [0.0212, 2.2028, -0.1988], [-0.8835, 1.1416, -0.8607], [-0.6830, -0.1896, -0.1637], [-1.2506, 0.1516, 1.2244], [-1.5458, -1.0238, 1.9847], [-1.5451, -1.2788, -0.7820], [0.7164, -0.7718, -0.2277], [-1.6015, 1.5348, 3.2236], [0.6150, -0.0490, 3.2059], [0.8710, 1.7193, 3.4588], [1.5307, 0.9255, 2.0065], [-1.4868, 3.0220, 1.1059], [0.1934, 3.1455, 1.7415], [1.0184, 1.7281, -0.1777], [0.1152, 3.1434, -0.7325], [-0.6509, 1.1379, -1.9282], [-1.9195, 1.3729, -0.7296], [-1.2169, -1.5527, -1.8055], [-1.4707, -2.2030, -0.2233], [-2.5828, -0.9692, -0.8846], [1.0707, -0.5978, -1.2450], [1.2788, -0.3331, 0.5781], [0.5296, -1.8249, -0.0651], [-1.2003, 2.2972, 3.9704], [-1.7449, 0.5940, 3.7456], [-2.5568, 1.9435, 2.7923], [-0.6533, -1.3898, 2.2189], [3.8633, -0.8901, 3.3028], [4.8501, -0.1348, 2.4120], [4.4406, -0.4930, 0.9588], [5.0038, 0.3854, -0.0762], [4.5899, 1.8000, 0.2233], [5.0447, 2.3266, 1.6148], [4.4994, 1.3361, 2.5535], [4.7085, 1.7233, 3.9192], [6.5871, 2.5800, 1.7334], [4.3572, 3.6278, 1.7908], [6.2905, -0.5071, 2.6984], [4.2520, -1.0528, 4.2895], [3.6006, -1.8216, 2.7902], [2.9163, -0.3497, 3.3222], [4.6836, -1.5947, 0.8089], [3.3706, -0.4941, 0.8994], [4.5763, 0.0189, -1.0134], [6.0720, 0.4006, -0.1227], [3.5478, 1.9217, 0.2102], [4.8041, 2.4959, -0.6345], [6.8561, 3.0016, 2.6925], [7.2293, 1.7000, 1.5920], [6.8669, 3.3198, 0.9770], [4.6093, 4.2588, 0.8974], [3.3368, 3.3815, 1.8843], [4.7924, 4.0610, 2.7191], [7.0381, -0.1196, 2.0170], [6.4409, -1.6038, 2.7287], [6.7431, -0.2842, 3.6809], [3.8850, 1.9317, 4.2862], [-4.3983, -1.1198, -5.2206], [-4.3981, -0.3231, -3.9086], [-2.9687, 0.0161, -3.4737], [-2.3646, 1.1859, -4.2967], [-3.3412, 2.4184, -4.1529], [-4.6870, 2.1075, -4.7707], [-5.1828, 0.9770, -4.0016], [-6.4792, 0.7302, -4.4967], [-5.5583, 3.2825, -4.4118], [-4.6169, 2.0027, -6.3187], [-5.1023, -1.1685, -2.8026], [-5.4069, -1.0939, -5.7016], [-4.2255, -2.2125, -5.0308], [-3.7173, -0.7865, -5.9678], [-3.0001, 0.3723, -2.4252], [-2.3112, -0.8388, -3.4947], [-2.3192, 0.9145, -5.3670], [-1.3302, 1.3273, -4.0820], [-3.0029, 3.3214, -4.6361], [-3.5152, 2.6282, -3.0834], [-6.6009, 3.2384, -4.7794], [-5.6460, 3.4606, -3.3138], [-5.1459, 4.2028, -4.8215], [-3.9306, 1.3136, -6.8188], [-5.5802, 1.9158, -6.8273], [-4.2489, 3.0185, -6.5445], [-5.2206, -0.4086, -2.0043], [-4.4452, -1.9322, -2.3685], [-6.0279, -1.6320, -3.1504], [-7.0357, 0.7775, -3.7356], [-4.7329, -4.5136, -3.5563], [-4.3430, -5.9169, -4.0840], [-4.1293, -5.9299, -5.5675], [-2.7763, -5.4463, -5.9528], [-1.6655, -6.1373, -5.1868], [-1.8176, -5.9453, -3.6966], [-3.2090, -6.5378, -3.4058], [-3.4492, -6.4513, -2.0341], [-0.9291, -6.9662, -2.9705], [-1.5877, -4.5482, -3.1707], [-5.5889, -6.8313, -3.8715], [-4.0450, -3.7636, -3.9699], [-4.7148, -4.5082, -2.4695], [-5.7557, -4.2572, -3.8668], [-4.2704, -6.9692, -5.9247], [-4.9228, -5.4397, -6.1178], [-2.7677, -4.3745, -5.7229], [-2.5157, -5.6176, -6.9820], [-0.6607, -5.8976, -5.4449], [-1.7219, -7.1884, -5.3693], [-0.9943, -6.8705, -1.8943], [-1.2528, -7.9633, -3.2482], [0.0938, -6.6676, -3.3104], [-0.6303, -4.3774, -2.7350], [-1.5155, -3.8057, -3.9624], [-2.3950, -4.1912, -2.5115], [-5.4797, -7.8804, -4.2221], [-6.4264, -6.3907, -4.4602], [-5.8842, -6.9028, -2.7990], [-3.7155, -7.3387, -1.7839], [3.6502, -4.1639, 0.3462], [3.6213, -4.2963, -1.1573], [4.3106, -3.0907, -1.8298], [5.7861, -3.2031, -1.7066], [6.3070, -4.4368, -2.4277], [5.6804, -5.6641, -1.7764], [4.2040, -5.5376, -1.7292], [3.7149, -6.6534, -1.0031], [5.9227, -6.8890, -2.6857], [6.3790, -5.8893, -0.3618], [2.1640, -4.2051, -1.4897], [2.9780, -3.3409, 0.5395], [4.6008, -3.8800, 0.7203], [3.3967, -5.0541, 0.9149], [4.0038, -3.1065, -2.8645], [3.8373, -2.2268, -1.4204], [6.1192, -3.1474, -0.6633], [6.2391, -2.2915, -2.1198], [7.4046, -4.5253, -2.4044], [5.9546, -4.3932, -3.4527], [5.4264, -6.7832, -3.6132], [6.9803, -7.1000, -2.8807], [5.5093, -7.8051, -2.2519], [5.6947, -6.4046, 0.2609], [7.2834, -6.5506, -0.5135], [6.6953, -4.9280, 0.1003], [1.4868, -4.7838, -0.8455], [1.9318, -4.4821, -2.5027], [1.7807, -3.1744, -1.3851], [3.3748, -7.2891, -1.6545], [0.7734, -2.5798, -7.8608], [0.9591, -1.6217, -6.7019], [0.2675, -2.2622, -5.5389], [0.5350, -1.4938, -4.2370], [1.9625, -1.5148, -3.9621], [2.7813, -0.7849, -5.0750], [2.4009, -1.5251, -6.3459], [3.0724, -1.0367, -7.4896], [2.5719, 0.7501, -5.1981], [4.2395, -1.1352, -4.8365], [0.3676, -0.3177, -7.1796], [-0.2915, -2.6755, -8.0115], [1.2256, -3.5800, -7.6502], [1.2381, -2.2384, -8.8092], [-0.7935, -2.4203, -5.7767], [0.6985, -3.2452, -5.3450], [-0.0501, -2.0875, -3.5293], [0.1182, -0.4679, -4.2117], [2.2748, -2.5644, -3.8894], [2.3325, -1.0342, -3.0572], [3.3047, 1.2998, -4.5342], [2.6224, 1.1640, -6.2153], [1.6198, 1.1191, -4.8473], [4.4893, -1.0811, -3.7782], [4.3684, -2.1501, -5.0834], [4.9423, -0.5302, -5.4434], [1.1099, 0.2390, -7.8138], [0.0183, 0.3078, -6.3321], [-0.5370, -0.4482, -7.7643], [3.6790, -1.7609, -7.6958], [1.0588, 7.0028, 5.0717], [1.6855, 5.5572, 5.3014], [3.2378, 5.5381, 5.0914], [3.9161, 6.1521, 6.2578], [3.5356, 5.3560, 7.4930], [2.0450, 5.4733, 7.7965], [1.4134, 4.9283, 6.6047], [0.0508, 4.5881, 6.7763], [1.7475, 4.4791, 8.8692], [1.6949, 6.8529, 8.2360], [1.1644, 4.6363, 4.1838], [1.2044, 7.2483, 3.9907], [1.5329, 7.8371, 5.5884], [-0.0426, 7.0619, 5.2769], [3.4923, 4.5027, 4.9850], [3.4990, 6.0538, 4.1462], [3.6767, 7.2168, 6.3039], [4.9688, 6.0493, 6.0647], [4.1689, 5.6587, 8.3320], [3.7706, 4.3541, 7.2991], [1.9940, 3.5205, 8.4099], [2.3758, 4.6350, 9.7365], [0.7284, 4.4942, 9.2026], [2.0704, 7.0394, 9.2807], [2.1970, 7.5276, 7.5994], [0.6364, 7.0503, 8.3211], [0.0850, 4.8666, 4.0992], [1.2784, 3.5986, 4.5236], [1.5918, 4.7671, 3.1741], [-0.0132, 3.6592, 6.6333]], "lumo_ev": 0.224, "homo_energy_ha": -0.305}

Entry 5:
{"formula": "C4H6N2O", "method": "ωB97M-V/def2-TZVPD", "elements": ["C", "N", "N", "C", "C", "C", "O", "H", "H", "H", "H", "H", "H"], "positions_angstrom": [[-1.4542, -0.8355, 0.2525], [-0.4086, -0.3791, -0.4632], [0.8252, -0.9026, -0.1841], [1.6249, 0.1273, 0.0279], [1.0429, 1.3950, 0.0623], [-0.3018, 1.1246, -0.2977], [-1.4239, 1.6508, -0.1521], [-1.8745, -1.5685, -0.3948], [-2.3515, -0.2250, 0.1705], [-1.2591, -1.1953, 1.2227], [1.1734, -1.4544, -0.9397], [2.7203, -0.0930, 0.3881], [1.6871, 2.3556, 0.3076]], "relative_energy_ev": 3.391, "lumo_ev": 0.804, "smiles": "Cn1[nH]ccc1=O", "homo_energy_ha": -0.329}